No. 1
{"formula": "C5H12O2", "method": "the ωB97M-V functional and the def2-TZVPD basis", "species": ["O", "O", "C", "C", "C", "C", "C", "H", "H", "H", "H", "H", "H", "H", "H", "H", "H", "H", "H"], "coordinates": [[0.607, -1.405, -0.367], [-1.832, -0.503, 0.522], [-1.579, -0.131, -1.888], [0.346, -0.022, -0.214], [2.295, 0.304, 1.374], [0.798, 0.491, 1.154], [-1.137, 0.256, -0.469], [-2.109, -1.089, -1.865], [-2.247, 0.620, -2.324], [-2.771, -0.503, 0.303], [0.927, 0.479, -1.000], [-0.048, -1.850, 0.193], [2.590, 0.603, 2.385], [2.572, -0.744, 1.228], [-0.724, -0.259, -2.559], [0.529, 1.553, 1.239], [-1.315, 1.330, -0.302], [2.873, 0.907, 0.663], [0.226, -0.038, 1.926]], "orbital_gap_ev": 10.87, "homo_ev": -10.070, "e_above_lowest_kj_mol": 60.9}

No. 2
{"formula": "C3H4N2O", "method": "the ωB97M-V functional and the def2-TZVPD basis", "species": ["O", "N", "N", "C", "C", "C", "H", "H", "H", "H"], "coordinates": [[1.793, 0.560, 0.016], [0.367, -1.188, -0.008], [-1.758, -0.051, -0.084], [1.582, -0.782, -0.021], [-0.354, 0.060, 0.111], [0.497, 1.117, 0.007], [-2.306, -1.037, -0.140], [-2.483, 0.553, 0.436], [0.259, 2.197, -0.329], [2.402, -1.428, 0.013]], "orbital_gap_ev": 9.42, "homo_ev": -8.366, "e_above_lowest_kj_mol": 186.6}

No. 3
{"formula": "C62H90BNO10Si", "method": "the ωB97M-V functional and the def2-TZVPD basis", "species": ["Si", "O", "O", "O", "O", "O", "O", "O", "O", "O", "O", "N", "C", "C", "C", "C", "C", "C", "C", "C", "C", "C", "C", "C", "C", "C", "C", "C", "C", "C", "C", "C", "C", "C", "C", "C", "C", "C", "C", "C", "C", "C", "C", "C", "C", "C", "C", "C", "C", "C", "C", "C", "C", "C", "C", "C", "C", "C", "C", "C", "C", "C", "C", "C", "C", "C", "C", "C", "C", "C", "C", "C", "C", "C", "B", "H", "H", "H", "H", "H", "H", "H", "H", "H", "H", "H", "H", "H", "H", "H", "H", "H", "H", "H", "H", "H", "H", "H", "H", "H", "H", "H", "H", "H", "H", "H", "H", "H", "H", "H", "H", "H", "H", "H", "H", "H", "H", "H", "H", "H", "H", "H", "H", "H", "H", "H", "H", "H", "H", "H", "H", "H", "H", "H", "H", "H", "H", "H", "H", "H", "H", "H", "H", "H", "H", "H", "H", "H", "H", "H", "H", "H", "H", "H", "H", "H", "H", "H", "H", "H", "H", "H", "H", "H", "H"], "coordinates": [[-6.343, -1.156, -0.003], [5.442, -2.486, -6.354], [-10.652, 0.987, -2.217], [-4.449, 4.028, 5.453], [-1.132, 0.559, -1.118], [-1.236, 1.908, 3.908], [0.765, -1.889, -4.192], [11.035, -1.801, 3.400], [2.077, 0.014, 5.455], [5.689, -1.477, 5.542], [-5.071, -1.492, -4.491], [6.464, 0.660, -0.663], [7.314, -1.104, -5.907], [4.238, -0.203, 0.247], [5.936, -1.733, -0.644], [1.402, 2.460, -1.636], [1.454, 2.577, 5.138], [-0.384, -2.666, -3.830], [-11.333, 2.021, -1.492], [2.861, 0.467, 2.325], [5.238, -1.988, 4.281], [13.383, -2.058, 3.213], [-4.826, -0.515, 0.955], [2.270, 3.167, -0.676], [-1.056, 1.171, 2.962], [-12.699, 0.103, -1.411], [-3.927, -0.684, -4.808], [4.590, -1.623, -0.054], [-5.595, -2.046, -5.706], [5.248, 0.797, -0.083], [7.117, -1.339, 5.506], [-0.263, 4.436, -1.394], [6.494, -1.235, -4.638], [-3.081, 4.266, 5.089], [6.827, -0.621, -0.954], [-3.542, -0.323, 0.224], [-2.360, 0.201, 0.886], [-6.084, -0.258, 3.282], [0.142, 3.160, -1.974], [-7.965, -0.299, 0.619], [2.887, 0.139, 0.903], [1.590, 0.152, 0.160], [1.667, -0.171, -1.364], [-4.915, -1.317, -6.851], [-12.794, 1.616, -1.418], [6.810, -2.277, -6.728], [12.785, -2.031, 1.820], [-0.712, -3.546, -5.024], [6.416, -1.897, 3.326], [-4.754, 4.775, 6.636], [11.324, -2.331, 2.100], [-3.591, 0.384, 3.067], [-3.431, 5.279, 7.188], [-6.126, -0.525, -1.809], [-2.604, 5.439, 5.926], [-3.565, -0.981, -6.252], [0.594, 5.116, -0.423], [-6.403, 2.342, 2.853], [1.739, 1.098, -2.315], [-11.527, -0.142, -2.343], [0.333, 0.464, 0.861], [0.658, -3.764, -5.638], [1.325, -2.422, -5.400], [-1.030, 0.439, 0.089], [0.298, 0.814, 2.319], [-2.343, 0.569, 2.305], [12.267, -1.453, 4.045], [5.160, -1.720, -5.176], [-6.556, -3.045, -0.002], [1.589, 0.782, 3.021], [7.595, -2.068, 4.263], [-6.790, 1.146, 3.501], [1.871, 4.464, -0.092], [-4.797, -0.145, 2.392], [1.712, 1.085, 4.599], [10.654, -1.883, 1.364], [-7.167, -3.392, 0.885], [-7.192, -3.295, -0.907], [7.349, -0.269, 5.452], [-3.014, 4.460, 4.017], [1.189, -4.548, -5.090], [-8.606, -0.093, -0.284], [8.531, -1.670, 3.870], [-12.456, -0.248, -0.404], [-5.914, 0.585, -1.721], [6.872, -2.096, -7.803], [2.597, 4.921, 0.630], [3.820, 0.475, 2.891], [-5.285, -1.050, -2.357], [-11.854, -0.199, -3.387], [-5.458, -0.396, -7.082], [4.519, -0.880, -5.466], [0.794, 3.172, 4.458], [-6.780, 2.502, 1.798], [7.828, -0.788, -1.428], [11.139, -3.411, 2.129], [4.617, -2.339, -4.457], [0.784, -0.836, -1.589], [0.628, -4.044, -6.691], [-13.307, 2.028, -0.549], [-5.355, -3.115, -5.718], [-1.249, 4.883, -1.686], [0.281, 6.091, 0.010], [12.261, -1.825, 5.072], [-4.856, -1.915, -7.761], [-11.188, 2.978, -1.996], [4.374, -1.414, 3.940], [-8.486, -0.905, 1.406], [6.376, -2.639, 2.528], [-5.408, 5.606, 6.350], [13.241, -2.743, 1.131], [-1.350, -3.001, -5.725], [-7.688, 1.187, 4.186], [3.243, 2.736, -0.358], [-13.613, -0.397, -1.735], [6.309, -2.766, -0.877], [12.337, -0.361, 4.071], [2.409, -2.504, -5.297], [4.969, 1.854, 0.187], [-7.627, 0.697, 1.035], [-5.800, 3.170, 3.303], [6.411, -0.308, -4.069], [-2.512, 3.361, 5.314], [0.979, 2.505, 6.162], [-3.504, -0.584, -0.857], [7.548, -1.743, 6.423], [4.927, -3.028, 4.431], [2.427, 3.137, 5.250], [-3.114, -0.914, -4.116], [-0.576, 2.688, -2.697], [-3.629, 0.654, 4.156], [-13.321, 1.951, -2.317], [-5.734, -0.562, 4.308], [7.072, -0.163, -6.410], [-10.981, -1.056, -2.099], [2.738, 1.174, -2.816], [14.323, -1.511, 3.299], [7.366, -3.192, -6.496], [-6.680, -1.933, -5.722], [-2.861, 6.381, 5.431], [-10.888, 2.081, -0.494], [-1.528, 5.427, 6.101], [12.886, -1.029, 1.392], [-1.221, -4.468, -4.745], [1.104, -1.719, -6.211], [7.742, -3.129, 4.485], [-3.534, 6.198, 7.767], [8.391, -1.133, -5.739], [-2.911, -1.856, -6.301], [2.567, -0.808, -1.606], [-0.121, -3.268, -2.953], [3.927, -2.484, 0.175], [-7.108, -0.606, -2.349], [-3.060, -0.150, -6.744], [13.561, -3.093, 3.520], [-6.806, -1.041, 2.929], [0.955, 0.942, -3.113], [6.934, -1.998, -3.988], [2.942, 0.220, 5.862], [6.448, -0.903, 2.866], [-4.211, 0.365, -4.677], [-1.206, -2.000, -3.561], [-2.981, 4.518, 7.833], [-5.289, 4.139, 7.344], [-5.609, -3.635, -0.094]], "orbital_gap_ev": 6.33, "homo_ev": -6.987}

No. 4
{"formula": "C5H9NO", "method": "the ωB97M-V functional and the def2-TZVPD basis", "species": ["O", "N", "C", "C", "C", "C", "C", "H", "H", "H", "H", "H", "H", "H", "H", "H"], "coordinates": [[1.259, -0.665, 0.110], [-0.330, 0.036, 1.823], [2.233, -0.137, -0.792], [-1.156, 0.584, 0.731], [0.913, 0.368, -1.174], [-1.913, -0.341, -0.191], [0.316, 0.625, 0.677], [-1.699, 1.493, 1.001], [2.670, -0.961, -1.356], [-1.322, -1.234, -0.422], [-2.856, -0.662, 0.265], [0.433, -0.307, -1.894], [0.938, 1.492, 0.866], [2.967, 0.523, -0.321], [-2.143, 0.167, -1.134], [-0.309, -0.981, 1.811]], "orbital_gap_ev": 9.02, "homo_ev": -7.895, "e_above_lowest_kj_mol": 730.8}

No. 5
{"formula": "C24H31N5O5", "method": "the ωB97M-V functional and the def2-TZVPD basis", "species": ["O", "O", "O", "O", "O", "N", "N", "N", "N", "N", "C", "C", "C", "C", "C", "C", "C", "C", "C", "C", "C", "C", "C", "C", "C", "C", "C", "C", "C", "C", "C", "C", "C", "C", "H", "H", "H", "H", "H", "H", "H", "H", "H", "H", "H", "H", "H", "H", "H", "H", "H", "H", "H", "H", "H", "H", "H", "H", "H", "H", "H", "H", "H", "H", "H"], "coordinates": [[9.203, 0.321, 1.050], [4.359, -1.377, -1.178], [-1.144, 0.197, -1.191], [-5.667, -1.071, -1.308], [-5.186, 3.244, -0.723], [-6.507, 1.545, -1.415], [-4.018, 0.160, -0.432], [7.761, -0.403, -0.555], [5.223, 0.346, 0.052], [0.175, 0.310, -0.918], [-1.909, 1.187, -0.456], [-0.848, 2.010, 0.285], [3.248, 3.031, 1.564], [-2.906, 0.441, 0.442], [1.967, 2.726, 1.144], [4.104, 1.115, 0.388], [5.291, -0.799, -0.673], [-7.986, -3.620, 1.201], [-6.857, -2.591, 1.245], [-4.490, -2.005, 0.575], [4.315, 2.235, 1.193], [-4.784, -0.947, -0.470], [7.707, -1.585, 1.435], [-5.564, -3.091, 0.604], [0.412, 1.275, -0.118], [6.951, -2.385, 0.375], [-2.809, 1.957, -1.424], [-5.327, 2.119, -1.152], [-4.130, 1.189, -1.465], [6.720, -1.374, -0.769], [8.355, -0.443, 0.664], [2.822, 0.805, -0.041], [-7.721, -4.843, 2.073], [1.747, 1.611, 0.336], [5.314, 2.478, 1.526], [-0.995, 1.996, 1.365], [-6.871, -5.411, 1.703], [-5.181, -3.948, 1.159], [-4.313, 0.696, -2.425], [-8.589, -5.498, 2.076], [6.010, -2.793, 0.739], [-2.346, 2.032, -2.405], [-5.771, -3.406, -0.420], [-7.516, -4.542, 3.099], [-3.225, 1.088, 1.269], [7.038, -1.159, 2.186], [8.037, 0.257, -1.265], [6.102, 0.707, 0.404], [6.805, -1.851, -1.751], [3.419, 3.896, 2.187], [-6.538, 0.554, -1.636], [7.566, -3.210, 0.015], [-2.460, -0.471, 0.838], [1.144, 3.357, 1.440], [-7.182, -1.696, 0.711], [-3.522, -2.450, 0.328], [-3.007, 2.960, -1.038], [-8.906, -3.139, 1.541], [-7.354, 2.039, -1.184], [-6.664, -2.311, 2.284], [2.640, -0.054, -0.664], [-4.412, -1.533, 1.557], [-0.827, 3.047, -0.056], [-8.141, -3.936, 0.168], [8.464, -2.167, 1.956]], "orbital_gap_ev": 9.10, "homo_ev": -8.669, "e_above_lowest_kj_mol": 0.0}

No. 6
{"formula": "Cl2FeI2O8", "method": "the ωB97M-V functional and the def2-TZVPD basis", "species": ["I", "I", "Fe", "Cl", "Cl", "O", "O", "O", "O", "O", "O", "O", "O"], "coordinates": [[-0.590, -0.389, -3.382], [0.280, -3.570, -0.186], [0.128, -1.134, -0.976], [-2.456, -0.161, 1.189], [2.480, 1.210, -0.315], [1.329, 2.026, -0.540], [3.652, 1.639, -0.958], [2.685, 1.203, 1.148], [-2.293, -0.826, 2.427], [-3.062, 1.146, 1.374], [-3.206, -0.962, 0.301], [-1.104, -0.018, 0.607], [2.156, -0.165, -0.688]], "orbital_gap_ev": [7.64, 7.72], "spin_multiplicity": 5, "homo_ev": [-2.980, -3.079], "s_squared": 6.01, "e_above_lowest_kj_mol": 19.6, "charge": -2}

Number 1: F_max 0.3 eV/Å. Number 2: F_max 4.1 eV/Å. Number 3: F_max 4.5 eV/Å. Number 4: F_max 0.5 eV/Å. Number 5: F_max 1.1 eV/Å. Number 6: F_max 5.3 eV/Å.